Record 1
{
  "formula": "C12H27HgN3OTa",
  "method": "ωB97M-V/def2-TZVPD",
  "elements": ["N", "C", "O", "Hg", "Ta", "N", "N", "C", "C", "C", "C", "C", "C", "C", "C", "H", "H", "H", "H", "H", "H", "H", "H", "H", "H", "H", "H", "H", "H", "H", "H", "H", "H", "C", "H", "H", "H", "C", "H", "H", "H", "C", "H", "H", "H"],
  "positions_angstrom": [[-1.26497, -1.43495, -0.17820], [-2.32329, -2.09298, -0.65535], [-2.38985, -3.08933, -1.34096], [0.14616, -2.77938, -1.98335], [0.05994, 0.07920, 0.02173], [0.41894, 0.61226, -1.84291], [1.67800, -0.64291, 0.78959], [-0.62798, 1.10821, -2.86621], [2.19917, -1.71369, 1.75733], [-0.82210, 0.00905, -3.90545], [-0.10545, 2.39574, -3.52398], [-1.85629, 1.35750, -2.07768], [3.65979, -2.04526, 1.43820], [2.06208, -1.14865, 3.17473], [1.32779, -2.90219, 1.55579], [0.08361, -0.31738, -4.39718], [-1.52239, 0.38010, -4.69534], [-1.32781, -0.86503, -3.46093], [0.14091, 3.14695, -2.78204], [-0.93326, 2.79964, -4.14807], [0.74294, 2.24389, -4.18518], [-2.22552, 0.46601, -1.54340], [-2.67590, 1.64434, -2.78163], [-1.74920, 2.19271, -1.37228], [3.78082, -2.34890, 0.40424], [3.95671, -2.90516, 2.07816], [4.34694, -1.23481, 1.66155], [2.61805, -0.23162, 3.33076], [2.44898, -1.90408, 3.89944], [1.00646, -0.96881, 3.42638], [0.25647, -2.68429, 1.68633], [1.59581, -3.68483, 2.32061], [1.47979, -3.36722, 0.57887], [2.64843, 0.55809, 0.60952], [2.12613, 1.29865, 0.03538], [2.93056, 0.97188, 1.57255], [3.55037, 0.24890, 0.05422], [1.86100, 0.60584, -2.39650], [2.24971, 1.64135, -2.44209], [2.46366, 0.03457, -1.71706], [1.90266, 0.16237, -3.37889], [-1.43913, 1.05492, 1.31793], [-1.20568, 2.13511, 1.39452], [-1.42523, 0.63041, 2.34863], [-2.48940, 0.96102, 0.94469]],
  "atomic_forces_ev_per_a": [[-4.477, -0.830, -0.920], [8.207, -1.732, -0.850], [-2.894, 2.667, 1.796], [0.315, 0.184, 0.001], [-1.721, -1.307, -0.356], [1.086, 0.235, -0.813], [1.074, 1.165, 0.454], [2.083, -0.399, 0.395], [0.135, 1.345, -0.305], [-1.227, 0.183, -0.416], [-1.026, 0.033, -0.429], [-1.945, 0.563, -0.196], [-0.144, -0.594, 0.577], [-0.225, -0.926, 0.604], [-0.491, -1.580, 1.035], [0.287, 0.086, -0.100], [0.594, -0.314, 0.533], [0.074, 0.092, 0.026], [0.054, 0.120, 0.158], [0.544, -0.175, 0.361], [0.048, -0.134, 0.014], [0.157, 0.280, -0.210], [0.474, -0.174, 0.627], [0.046, -0.156, -0.135], [0.039, -0.058, -0.242], [-0.160, 0.539, -0.414], [0.006, 0.117, 0.042], [0.151, 0.102, -0.051], [-0.242, 0.581, -0.494], [0.262, -0.037, -0.085], [0.300, 0.004, 0.026], [-0.328, 0.691, -0.772], [0.081, 0.004, -0.167], [-0.317, -2.037, 0.531], [-0.152, 1.095, -0.491], [-0.123, 0.020, 0.068], [-0.528, 0.203, 0.144], [-1.336, 0.795, 0.707], [-0.254, -0.531, -0.016], [0.351, -0.301, -0.011], [-0.117, -0.103, -0.272], [0.510, 0.181, 0.003], [-0.186, -0.225, 0.144], [0.117, 0.264, -0.584], [0.896, 0.066, 0.085]],
  "mulliken_charge": [-0.64, 0.72, -0.39, 0.85, 0.64, 0.57, 0.36, 1.22, 1.16, -1.41, -1.71, -1.68, -1.69, -1.42, -1.42, 0.34, 0.42, 0.29, 0.41, 0.44, 0.41, 0.36, 0.50, 0.38, 0.42, 0.43, 0.44, 0.39, 0.43, 0.33, 0.35, 0.43, 0.13, -1.29, 0.69, 0.37, 0.36, -1.08, 0.35, 0.31, 0.40, -1.34, 0.51, 0.34, 0.32],
  "spin_multiplicity": 2,
  "s2": 0.762,
  "total_charge": 2,
  "homo_lumo_gap_ev": [6.833, 4.735]
}


Record 2
{
  "formula": "C12H27MnN6O4",
  "method": "ωB97M-V/def2-TZVPD",
  "elements": ["Mn", "O", "H", "H", "O", "N", "O", "C", "C", "N", "C", "N", "C", "C", "C", "N", "C", "H", "H", "H", "H", "H", "H", "H", "H", "H", "H", "H", "H", "H", "C", "N", "C", "C", "O", "N", "C", "C", "H", "H", "H", "H", "H", "H", "H", "H", "H", "H", "H", "H"],
  "positions_angstrom": [[0.00620, 0.74116, -0.57381], [-0.99824, 0.64306, -2.58804], [-0.84861, 1.44152, -3.11068], [-1.91618, 0.38575, -2.74045], [-0.70807, 2.88479, -0.97231], [-0.18511, 3.25842, 0.06177], [0.33253, 2.38396, 0.76261], [-5.10788, 0.75373, 1.93823], [-4.26107, 1.94225, 1.54183], [-3.02521, 1.44978, 0.90935], [-2.47271, 0.25787, 1.14255], [-1.32703, -0.04546, 0.49578], [-0.59717, -1.28403, 0.83436], [-1.59143, -2.40105, 1.08778], [-2.48819, -1.94882, 2.22343], [-3.05185, -0.60833, 1.96329], [-4.25277, -0.21144, 2.73591], [-5.49627, 0.25454, 1.04769], [-5.95433, 1.08012, 2.53781], [-4.01270, 2.54778, 2.41118], [-4.77811, 2.57585, 0.82694], [-2.51878, 2.06822, 0.30592], [0.03889, -1.14233, 1.70608], [0.04688, -1.56338, -0.01218], [-1.07381, -3.32085, 1.35368], [-2.18243, -2.58119, 0.18934], [-1.94191, -1.93901, 3.16653], [-3.32208, -2.63545, 2.33682], [-3.94162, 0.23504, 3.68143], [-4.80316, -1.11805, 2.96304], [3.40449, 1.55084, 0.52910], [3.84847, 0.51314, -0.42335], [5.25722, 0.08922, -0.30154], [2.93740, 0.07158, -1.29544], [1.75643, 0.63275, -1.20656], [3.11126, -0.80105, -2.29764], [2.00231, -1.12159, -3.21070], [4.30981, -1.55896, -2.71336], [4.26405, 1.86765, 1.10670], [2.66072, 1.17159, 1.21874], [2.99920, 2.41633, 0.01385], [5.67109, 0.58752, 0.56536], [5.85255, 0.39172, -1.15957], [5.34647, -0.97940, -0.13017], [1.10284, -0.58502, -2.97447], [1.80844, -2.19523, -3.17893], [2.29591, -0.86159, -4.22801], [5.20502, -1.28091, -2.20126], [4.46677, -1.39042, -3.77761], [4.13181, -2.62262, -2.56104]],
  "atomic_forces_ev_per_a": [[-0.292, 0.822, 0.006], [0.156, -0.237, 0.276], [0.004, 0.070, -0.082], [-0.003, -0.049, 0.006], [-0.183, -0.685, -0.379], [0.156, 1.130, 0.528], [0.091, -0.938, -0.079], [0.094, -0.097, -0.091], [0.075, -0.107, -0.099], [-0.193, -0.028, 0.186], [0.016, 0.171, -0.017], [0.254, -0.256, -0.243], [-0.273, 0.095, 0.031], [-0.136, 0.125, -0.009], [-0.109, 0.120, -0.045], [-0.137, -0.244, 0.230], [0.107, -0.040, -0.100], [-0.022, 0.013, 0.034], [-0.016, 0.002, 0.023], [0.075, 0.058, 0.070], [0.015, 0.024, -0.074], [0.085, 0.177, -0.160], [0.116, 0.057, 0.158], [0.087, -0.015, -0.117], [-0.025, -0.002, 0.035], [0.014, -0.039, -0.027], [0.031, 0.056, 0.086], [-0.104, -0.022, 0.010], [0.063, 0.000, 0.041], [-0.028, -0.118, 0.002], [0.202, 0.021, -0.158], [0.072, -0.049, 0.193], [-0.173, -0.022, -0.068], [-0.062, 0.484, -0.466], [0.244, -0.401, -0.033], [0.036, -0.167, -0.061], [0.234, -0.117, -0.005], [-0.286, 0.049, 0.016], [0.027, 0.016, -0.007], [-0.164, -0.135, 0.122], [0.000, 0.011, -0.070], [0.003, 0.010, 0.060], [-0.052, 0.006, -0.088], [-0.050, -0.080, -0.050], [-0.166, 0.120, 0.104], [0.025, 0.020, 0.020], [0.034, -0.002, 0.019], [0.233, 0.163, 0.237], [-0.039, 0.047, 0.002], [-0.037, -0.017, 0.034]],
  "mulliken_charge": [1.00, -0.49, 0.34, 0.29, -0.40, 0.48, -0.26, -0.67, -0.63, -0.05, 0.39, -0.16, -0.25, -0.80, -0.64, 0.11, -0.57, 0.30, 0.37, 0.31, 0.40, 0.07, 0.34, 0.16, 0.41, 0.32, 0.29, 0.43, 0.28, 0.38, -0.81, 0.04, -1.16, 0.80, -0.73, 0.06, -0.97, -0.97, 0.33, 0.22, 0.30, 0.32, 0.40, 0.44, 0.14, 0.35, 0.41, 0.38, 0.32, 0.35],
  "spin_multiplicity": 5,
  "s2": 6.240,
  "total_charge": 2,
  "homo_lumo_gap_ev": [6.016, 8.637],
  "e_above_lowest_kj_mol": 287.0
}


Record 3
{
  "formula": "C12H27N4O5S",
  "method": "ωB97M-V/def2-TZVPD",
  "elements": ["C", "N", "C", "S", "C", "O", "O", "H", "H", "H", "H", "H", "H", "C", "O", "N", "C", "C", "H", "H", "H", "H", "H", "H", "H", "C", "O", "N", "C", "C", "H", "H", "H", "H", "H", "H", "H", "C", "O", "N", "C", "C", "H", "H", "H", "H", "H", "H", "H"],
  "positions_angstrom": [[-1.84133, -1.97908, -6.63247], [-0.50689, -2.05681, -5.92141], [-0.60047, -1.67195, -4.45760], [-0.98157, 0.18262, -4.25909], [-1.57020, -2.63972, -3.55397], [-2.61167, -2.11761, -2.87889], [-1.29055, -4.11207, -3.47309], [-2.72429, -2.52567, -6.09200], [-2.12399, -0.86257, -6.94661], [-1.69488, -2.54882, -7.67108], [0.06751, -1.27520, -6.35974], [0.50029, -1.79727, -4.01216], [-2.36302, 0.41930, -4.33080], [1.19073, -0.15329, -0.38791], [2.09332, 0.19403, -1.13826], [0.43316, 0.69041, 0.39654], [-0.62073, 0.20086, 1.26114], [0.69908, 2.11351, 0.35577], [0.90678, -1.21290, -0.28153], [-1.56694, 0.66036, 0.96117], [-0.38947, 0.47859, 2.29363], [-0.71282, -0.88659, 1.19421], [0.56416, 2.47148, -0.66939], [1.73602, 2.29058, 0.65679], [0.02381, 2.65202, 1.02593], [-1.96968, 3.09461, 3.59854], [-0.91013, 2.57161, 3.27890], [-2.33085, 4.39832, 3.33208], [-3.60706, 4.94495, 3.74481], [-1.40429, 5.25056, 2.61600], [-2.74509, 2.53510, 4.14661], [-4.15270, 5.27918, 2.85767], [-3.42976, 5.79631, 4.40843], [-4.20456, 4.19684, 4.27287], [-1.19089, 4.80348, 1.64035], [-0.47141, 5.31822, 3.18377], [-1.82557, 6.25000, 2.47909], [2.04942, -3.44409, 2.32979], [1.17847, -2.62620, 2.06363], [3.33821, -3.42848, 1.84004], [4.31384, -4.43537, 2.20362], [3.73073, -2.37090, 0.93172], [1.85638, -4.28902, 3.01063], [5.16531, -3.94587, 2.68512], [4.64979, -4.94678, 1.29684], [3.88573, -5.16935, 2.89174], [3.59824, -1.40604, 1.43051], [3.08521, -2.40224, 0.04880], [4.77460, -2.48906, 0.62930]],
  "atomic_forces_ev_per_a": [[-0.267, -0.193, -1.796], [-0.944, 1.595, 0.539], [0.551, -1.150, 0.322], [-0.430, -0.070, 0.143], [-3.272, -4.472, 3.010], [5.106, -1.699, -3.556], [-0.672, 7.816, -1.011], [1.923, 1.208, -0.686], [0.314, -2.241, 0.988], [-0.337, 1.137, 2.160], [-0.832, -1.425, 0.785], [-2.443, 0.534, -0.909], [1.294, -1.023, 0.072], [-0.547, 0.496, 0.340], [-0.258, 0.177, 0.479], [0.775, -0.927, -0.765], [0.106, -0.053, 0.075], [0.125, -0.091, -0.271], [-0.126, 0.157, 0.097], [-0.056, -0.090, 0.132], [-0.218, -0.117, -0.118], [0.126, 0.204, -0.114], [0.106, 0.108, 0.078], [-0.081, 0.197, -0.051], [0.144, -0.279, -0.051], [0.374, 0.501, -0.340], [-0.826, 0.854, 0.301], [0.091, -1.251, 0.395], [0.237, 0.013, -0.140], [0.245, -0.250, -0.056], [-0.060, 0.104, -0.015], [-0.143, 0.045, 0.175], [-0.223, -0.003, -0.008], [0.167, 0.063, -0.108], [0.106, 0.204, 0.064], [-0.004, 0.092, -0.202], [-0.012, -0.227, 0.071], [0.353, 0.517, -0.556], [0.910, -0.530, 0.139], [-1.150, -0.318, 0.726], [-0.151, 0.248, -0.162], [-0.346, 0.193, -0.103], [0.113, -0.056, -0.016], [0.079, -0.206, 0.005], [0.116, -0.098, 0.163], [-0.014, 0.153, -0.114], [0.047, 0.006, -0.245], [0.204, 0.211, 0.027], [-0.196, -0.067, 0.108]],
  "mulliken_charge": [-0.67, -0.41, -0.01, -0.27, 0.36, -0.65, -0.73, 0.28, 0.21, 0.25, 0.29, 0.22, 0.12, -0.01, -0.66, 0.21, -0.82, -0.68, 0.47, 0.30, 0.27, 0.29, 0.32, 0.31, -0.01, 0.09, -0.54, 0.13, -0.93, -0.89, 0.29, 0.34, 0.34, 0.28, 0.24, 0.30, 0.37, 0.05, -0.52, 0.16, -0.94, -0.87, 0.24, 0.32, 0.33, 0.30, 0.27, 0.28, 0.37],
  "spin_multiplicity": 1,
  "total_charge": -1,
  "homo_lumo_gap_ev": 5.923
}


no.,F_max (eV Å⁻¹),electronic energy (Ha)
1,8.4,-922.67053
2,1.3,-2253.38450
3,7.9,-1466.78657